# 1
Molecular formula: C7H14N3OTi
Method: DFT, ωB97M-V with the def2-TZVPD basis set

Summary:
- Charge: -1
- E_tot: -37115.9281 eV
- ⟨S²⟩: 2.186
- Spin multiplicity: 3
- Kohn-Sham gap (spin up / spin down): 3.74 / 3.38 eV
- Highest occupied orbital energy (spin up / spin down): -0.0455 / -0.0219 hartree
- Maximum force: 3.24 eV/A

```
26
Properties=species:S:1:pos:R:3:mulliken_spin:R:1
C 3.241 1.682 3.871 -0.025
Ti 0.520 1.645 0.381 1.561
N 2.550 1.445 -0.670 0.162
H 0.179 2.492 1.830 -0.051
H 3.747 0.734 4.080 0.006
H 2.650 2.018 4.731 0.004
H 2.538 1.641 3.003 0.006
H 4.022 2.452 3.700 0.005
H 2.364 1.856 -1.599 -0.008
H 2.952 0.534 -0.903 -0.002
H 3.403 1.960 -0.378 -0.007
N -4.213 -1.569 -2.279 0.011
C -2.935 -2.081 -2.376 -0.008
O -2.635 -2.965 -3.169 0.033
C -1.936 -1.426 -1.452 0.113
C -2.162 -0.248 -0.710 0.001
C -1.113 0.305 0.072 -0.039
N 0.201 -0.293 0.186 0.189
C 0.314 -1.520 -0.453 0.024
C -0.681 -2.050 -1.303 0.027
H -4.928 -2.059 -2.810 0.000
H -4.461 -1.086 -1.422 0.003
H -3.092 0.312 -0.827 0.015
H -1.341 1.200 0.753 -0.014
H 1.289 -2.016 -0.354 -0.012
H -0.474 -2.963 -1.899 0.003
```



# 2
Molecular formula: C2H9N2O
Method: DFT, ωB97M-V with the def2-TZVPD basis set

Summary:
- Energy above the lowest of the compared OMol25 structures with the same formula, charge and spin: 0.5493 eV
- E_tot: -7245.1492 eV
- ⟨S²⟩: 0.754
- Spin multiplicity: 2
- Kohn-Sham gap (spin up / spin down): 10.53 / 7.35 eV
- Highest occupied orbital energy (spin up / spin down): -0.3480 / -0.3449 hartree
- Maximum force: 1.76 eV/A

```
14
Properties=species:S:1:pos:R:3:mulliken_spin:R:1
N -1.235 1.373 2.482 0.000
H -0.521 1.779 3.072 0.001
H -0.831 0.605 1.950 0.000
H -2.001 1.050 3.053 0.000
C 0.447 -1.317 -1.952 -0.002
N 1.051 -0.170 -1.297 0.018
C 0.250 0.385 -0.211 0.011
O 0.049 -0.477 0.816 0.864
H -0.110 -1.990 -1.290 0.004
H 1.187 -1.863 -2.534 0.000
H -0.303 -0.948 -2.663 0.001
H 1.947 -0.402 -0.885 0.000
H -0.721 0.680 -0.636 0.058
H 0.791 1.294 0.095 0.045
```



# 3
Molecular formula: C19H32CrF5GeN2OP
Method: DFT, ωB97M-V with the def2-TZVPD basis set

Summary:
- Energy above the lowest of the compared OMol25 structures with the same formula, charge and spin: 0.1102 eV
- Charge: +2
- E_tot: -133049.1884 eV
- ⟨S²⟩: 6.063
- Spin multiplicity: 5
- Kohn-Sham gap (spin up / spin down): 8.49 / 7.71 eV
- Highest occupied orbital energy (spin up / spin down): -0.5822 / -0.5940 hartree
- Maximum force: 0.90 eV/A

```
62
Properties=species:S:1:pos:R:3:mulliken_spin:R:1
Cr -0.047 0.242 0.072 3.975
F -0.362 -0.892 2.582 0.004
C -0.937 0.160 1.914 -0.198
F -2.281 0.038 2.025 -0.012
C -0.470 1.439 2.646 -0.022
F -1.237 2.481 2.365 0.006
F 0.787 1.699 2.120 0.020
F -0.351 1.305 3.945 -0.002
C 0.610 -5.389 -1.335 0.003
C -0.899 -5.330 -1.123 0.001
C -1.306 -4.803 0.253 0.004
C -0.719 -3.421 0.610 0.022
Ge -1.129 -2.112 -0.734 0.085
C -2.918 -1.456 -1.037 0.028
C -3.578 -2.673 -1.731 0.007
C -4.996 -2.309 -2.204 0.019
C -5.961 -2.045 -1.055 -0.001
H 0.858 -5.873 -2.278 0.000
H 1.097 -5.954 -0.537 0.000
H 1.063 -4.392 -1.364 -0.001
H -1.323 -6.326 -1.245 0.000
H -1.354 -4.724 -1.916 -0.003
H -0.948 -5.491 1.023 -0.001
H -2.391 -4.788 0.352 0.003
H 0.368 -3.462 0.658 0.012
H -1.079 -3.063 1.575 0.000
H -0.355 -2.234 -2.052 0.021
H -2.895 -0.603 -1.714 0.026
H -3.402 -1.182 -0.102 -0.003
H -3.644 -3.517 -1.041 -0.003
H -2.989 -2.998 -2.594 -0.001
H -5.360 -3.135 -2.818 0.003
H -4.934 -1.440 -2.864 -0.001
H -5.961 -2.872 -0.343 0.000
H -6.980 -1.934 -1.422 0.001
H -5.717 -1.130 -0.510 0.000
N 0.884 5.994 -1.853 -0.003
C 0.119 5.174 -1.609 0.001
C -0.809 4.123 -1.283 -0.039
C -2.187 4.284 -1.381 0.012
C -3.013 3.228 -1.037 0.015
C -2.450 2.043 -0.611 0.067
N -1.117 1.879 -0.528 -0.050
C -0.316 2.905 -0.851 0.054
H -2.598 5.229 -1.714 0.001
H -4.088 3.321 -1.086 0.000
H -3.060 1.212 -0.292 -0.009
H 0.756 2.766 -0.755 -0.014
C 3.773 0.248 0.580 0.009
P 2.877 -1.276 0.419 -0.017
C 2.876 -2.104 1.985 0.005
C 3.667 -2.293 -0.794 0.002
O 1.409 -1.001 -0.037 -0.028
H 4.805 0.048 0.873 0.001
H 3.311 0.867 1.351 0.004
H 3.782 0.777 -0.374 0.000
H 3.893 -2.390 2.257 0.000
H 2.259 -3.001 1.923 -0.001
H 2.472 -1.443 2.754 0.000
H 4.686 -2.525 -0.479 0.000
H 3.697 -1.775 -1.753 0.000
H 3.110 -3.225 -0.903 -0.001
```



# 4
Molecular formula: CH2Na10O8S
Method: DFT, ωB97M-V with the def2-TZVPD basis set

Summary:
- Energy above the lowest of the compared OMol25 structures with the same formula, charge and spin: 19.6948 eV
- Charge: +6
- E_tot: -72356.7176 eV
- Kohn-Sham gap: 2.55 eV
- Highest occupied orbital energy: -0.9988 hartree
- Maximum force: 9.58 eV/A

```
22
Properties=species:S:1:pos:R:3:mulliken_charge:R:1
Na -3.105 1.154 -0.293 1.026
Na 0.492 0.552 -2.336 1.051
Na 0.210 -0.147 2.087 0.865
Na -1.374 -2.646 -0.646 1.098
Na -0.307 -2.708 1.714 0.966
Na -1.608 -0.802 -2.545 0.930
Na 1.326 -2.062 -0.531 0.997
Na -2.708 -0.841 1.432 1.012
Na -0.346 2.048 -0.094 0.858
Na -1.713 1.684 1.997 1.042
C -0.607 -0.465 -0.037 1.689
O -0.015 -1.330 0.565 -1.371
O -1.272 0.393 0.600 -1.504
O -0.420 -0.479 -1.303 -1.463
S 1.451 1.874 1.562 1.467
O 2.144 0.569 1.849 -0.682
O 0.017 1.699 1.628 -0.987
O 1.749 2.975 2.420 -0.361
O 1.716 2.331 0.214 -0.694
O 1.498 -1.390 -2.393 -0.591
H 0.685 -1.184 -2.854 0.295
H 2.187 -1.224 -3.036 0.357
```



# 5
Molecular formula: C2H5NS
Method: DFT, ωB97M-V with the def2-TZVPD basis set

Summary:
- Energy above the lowest of the compared OMol25 structures with the same formula, charge and spin: 4.0108 eV
- E_tot: -14472.7105 eV
- ⟨S²⟩: 2.013
- Spin multiplicity: 3
- Kohn-Sham gap (spin up / spin down): 7.07 / 6.57 eV
- Highest occupied orbital energy (spin up / spin down): -0.2382 / -0.3183 hartree
- Maximum force: 6.31 eV/A

```
9
Properties=species:S:1:pos:R:3:mulliken_spin:R:1
C 0.621 -1.677 -0.779 0.852
C -0.340 1.141 -0.368 0.053
N 0.246 -0.444 1.906 0.721
S 0.082 -0.625 0.312 0.396
H 0.256 -1.257 -1.699 0.016
H -1.183 1.171 -1.070 0.005
H 0.501 1.319 -1.028 -0.010
H -0.598 1.764 0.435 -0.001
H 0.414 -1.392 2.290 -0.032
```



# 6
Molecular formula: C3H9N3O2
Method: DFT, ωB97M-V with the def2-TZVPD basis set

Summary:
- Energy above the lowest of the compared OMol25 structures with the same formula, charge and spin: 8.2069 eV
- E_tot: -11815.8524 eV
- Kohn-Sham gap (spin up / spin down): 8.63 / 6.73 eV
- Highest occupied orbital energy (spin up / spin down): -0.3349 / -0.2926 hartree
- Maximum force: 2.12 eV/A

```
17
Properties=species:S:1:pos:R:3:mulliken_charge:R:1
C 2.021 0.307 -0.374 -1.496
C 0.479 -0.796 1.305 -1.589
C 0.650 0.339 0.293 1.552
O 0.324 1.556 0.786 -0.676
H 2.090 1.126 -1.089 0.366
H 2.173 -0.648 -0.883 0.325
H 2.800 0.435 0.378 0.370
H 0.664 -1.776 0.859 0.338
H -0.526 -0.763 1.731 0.356
H 1.185 -0.631 2.120 0.426
N -1.125 -0.985 -1.167 -0.588
O -2.549 0.865 -0.095 -0.352
N -1.309 1.301 -0.568 -0.181
N -0.563 0.232 -0.873 0.259
H -2.981 1.706 0.120 0.393
H -1.544 -0.986 -2.089 0.250
H -1.789 -1.281 -0.456 0.246
```